No. 1
# C9H21N3O3

A 3-piece molecular cluster, C9H21N3O3 overall in a non-equilibrium geometry (wB97M-V/def2-TZVPD, the OMol25 dataset).

Computed properties:
E	-745.552251	Ha
SMILES string	CNC(C)=O.CNC(C)=O.CNC(C)=O
energy above the lowest of the compared OMol25 structures with the same formula, charge and spin	0.6	kcal/mol
strongest force on any atom	0.01954	hartree/bohr

CARTESIAN COORDINATES (ANGSTROEM)
H  15.8173  5.0620  9.2038
C  17.2940  10.0431  7.6810
C  16.7612  4.9395  8.6819
C  20.0653  6.1036  10.2225
H  20.0515  5.2073  10.8357
H  17.7244  11.6873  6.4300
H  21.2586  6.3100  7.1032
N  17.5659  3.9091  9.2930
C  19.5042  7.3387  7.6040
H  16.6397  10.5186  5.6777
C  17.2876  3.3767  10.5158
N  16.4926  8.9456  7.7520
H  18.0769  2.1352  12.0307
O  21.9883  5.2132  9.1451
H  18.3554  10.1504  5.8157
N  20.5634  6.3737  7.8301
H  20.5151  6.9124  10.8006
H  16.5230  4.6841  7.6449
C  18.2555  2.3294  10.9793
H  17.2833  5.9003  8.6798
H  15.7220  7.1846  6.9462
O  17.7998  10.5165  8.6863
H  18.5874  6.8433  7.2813
C  17.5159  10.6282  6.3211
H  16.3769  8.5573  8.6746
H  18.3937  3.6027  8.8118
H  19.2756  7.9076  8.5040
C  20.9596  5.8621  9.0378
H  16.5463  8.1753  5.7903
H  18.1027  1.4019  10.4205
H  19.8011  8.0637  6.8498
H  14.9560  8.6559  6.2898
C  15.8875  8.2213  6.6654
O  16.3201  3.7112  11.1724
H  19.2928  2.6226  10.8058
H  19.0407  6.3610  9.9697

Here are the Mulliken charges for atoms 1 to 6, given in e: atom 1 (H): 0.33, atom 2 (C): 0.71, atom 3 (C): -0.57, atom 4 (C): -0.78, atom 5 (H): 0.21, atom 6 (H): 0.33


No. 2
# C9H21N3OP2Ti

C9H21N3OP2Ti as an isolated structure in a non-equilibrium geometry (wB97M-V/def2-TZVPD, the OMol25 dataset).

Computed properties:
E	-2127.058023	Ha
spin multiplicity	3
energy above the lowest of the compared OMol25 structures with the same formula, charge and spin	29.7	kcal/mol
strongest force on any atom	0.07110	hartree/bohr

CARTESIAN COORDINATES (ANGSTROEM)
C  -1.7476  -0.7835  -2.8246
H  -3.3584  -0.9530  0.6687
H  3.8453  0.6423  0.2298
H  1.1037  3.7141  0.5773
H  -2.7274  -0.8759  -3.3004
N  0.3339  -4.1757  -1.2960
H  0.2443  1.5300  -1.0230
C  -2.9681  1.4232  -1.3535
O  -0.3464  -1.9155  2.3793
H  4.1011  2.2835  0.9230
H  -3.2042  1.7905  -0.3495
H  3.0418  1.5431  3.3340
H  2.1589  3.7697  2.0266
H  3.2351  2.0723  -0.6387
Ti  -0.0561  0.4317  0.1404
H  -3.8569  1.1369  -1.9200
H  -2.6160  -2.2881  -0.2430
C  0.0881  -3.0398  -0.7544
C  -3.1066  -1.3126  -0.3330
C  -0.2287  -1.0206  1.6516
N  -0.1687  -1.9424  -0.4458
C  0.5277  -5.1618  -0.3833
H  2.6813  -0.1312  2.8008
H  1.3962  0.8585  3.5290
H  -4.0101  -1.4035  -0.9414
N  0.7197  -6.1178  0.2514
H  0.9076  -0.5481  -1.0740
C  3.4183  1.6432  0.3519
H  -1.2644  -1.7657  -2.7885
H  1.4373  -0.2222  -0.5664
P  1.8445  1.5069  1.2438
H  -1.1090  -0.1013  -3.3923
P  -2.0586  -0.1001  -1.1806
H  0.4449  3.2647  2.1676
C  1.3386  3.2350  1.5337
H  -2.3265  2.1278  -1.8909
C  2.2854  0.8854  2.8905

Here are the Mulliken charges for atoms 1 to 6, given in e: atom 1 (C): -1.29, atom 2 (H): 0.32, atom 3 (H): 0.37, atom 4 (H): 0.35, atom 5 (H): 0.44, atom 6 (N): -0.62


No. 3
# C9H21N4S

C9H21N4S as an isolated structure in a non-equilibrium geometry (wB97M-V/def2-TZVPD, the OMol25 dataset).

Computed properties:
E	-972.195860	Ha
net charge	+1
strongest force on any atom	0.07041	hartree/bohr

CARTESIAN COORDINATES (ANGSTROEM)
N  -5.2780  0.0873  0.0025
N  -2.0358  -0.0514  1.2538
N  -1.0652  0.4244  1.9166
C  4.2390  1.5713  -0.3877
H  -3.3786  1.4644  1.6847
H  5.2172  1.0128  -0.3219
H  3.9881  1.7385  -1.5511
C  -3.2979  0.4841  1.0923
H  0.5782  -3.1309  -0.0402
H  -3.0746  -2.4286  -0.6469
N  -4.0819  -0.1775  0.3438
H  2.0084  -0.2330  -1.5152
H  -1.6069  -0.1655  -2.4525
H  -1.7517  -0.6698  0.5513
H  -1.4604  1.1007  2.7467
H  0.1219  -0.6385  0.0230
C  1.0411  1.3532  -0.5707
S  0.2868  2.0422  1.0136
C  1.9194  0.1169  -0.4877
H  0.1914  1.0536  -1.1188
C  3.2618  0.5241  0.2835
H  2.2415  -2.7613  -0.3481
H  -5.6979  0.9052  0.4855
H  4.2758  2.5287  0.2434
H  1.2258  1.4037  1.9614
H  -5.7759  -0.2922  -0.8516
C  -2.8597  -1.6796  -1.3180
H  1.2836  -1.2602  1.2958
H  0.9121  -2.4528  -1.4909
C  1.1702  -0.9929  0.2048
H  3.8882  -0.3717  0.4135
C  1.2804  -2.4093  -0.4969
C  -2.2714  -0.9456  -2.0852
H  1.5492  2.1152  -1.1148
H  2.9558  0.7344  1.2822

Here are the Mulliken charges for atoms 1 to 6, given in e: atom 1 (N): -0.63, atom 2 (N): 0.45, atom 3 (N): -0.83, atom 4 (C): -1.02, atom 5 (H): 0.29, atom 6 (H): 0.33


No. 4
# C9H21NOSi

A 2-piece molecular cluster, C9H21NOSi overall in a non-equilibrium geometry (wB97M-V/def2-TZVPD, the OMol25 dataset).

Computed properties:
E	-774.777236	Ha
energy above the lowest of the compared OMol25 structures with the same formula, charge and spin	162.0	kcal/mol
strongest force on any atom	0.10868	hartree/bohr

CARTESIAN COORDINATES (ANGSTROEM)
C  -1.8429  -1.2972  1.6964
H  0.0803  3.4934  -0.4010
H  -0.2072  -3.1476  0.4158
C  1.1167  -0.7263  2.4005
N  -0.0832  -1.0629  -1.2170
H  -1.5249  2.3429  0.9644
H  1.1503  -3.8821  -0.3650
H  -0.1590  -3.3243  -1.4836
C  -0.3617  0.0798  -0.4487
C  0.0297  -0.7744  -2.6909
H  -0.9420  -0.9970  -2.9184
H  0.3507  0.2739  -2.8736
H  1.4589  -1.4239  1.7739
H  -2.2130  -1.6166  0.7293
H  -1.0193  0.8287  -0.7967
C  1.4447  1.3142  -0.7370
Si  -0.4453  0.0127  1.5164
C  -1.1087  1.7584  1.8940
H  1.8350  0.0569  2.6780
H  0.8265  -1.0810  3.3959
C  1.0467  2.3506  -1.6173
H  1.2000  2.1320  -2.6228
H  -0.2670  2.4923  2.3030
C  0.2900  3.4038  -1.4110
H  2.1073  0.6437  -1.0759
H  -1.5722  -2.1410  2.2906
H  -1.8928  1.8957  2.7370
H  -0.0189  3.9807  -2.2794
H  1.5223  1.6236  0.2114
O  0.9643  -1.7730  -0.6088
C  0.3723  -3.0419  -0.5333
H  -2.8219  -0.8864  2.1653
H  0.6841  -1.5075  -3.0913

Here are the Mulliken charges for atoms 1 to 6, given in e: atom 1 (C): -1.27, atom 2 (H): 0.34, atom 3 (H): 0.12, atom 4 (C): -1.04, atom 5 (N): 0.34, atom 6 (H): 0.27


No. 5
# C9H21NSi

A 2-piece molecular cluster, C9H21NSi overall in a non-equilibrium geometry (wB97M-V/def2-TZVPD, the OMol25 dataset).

Computed properties:
E	-699.535070	Ha
spin multiplicity	3
energy above the lowest of the compared OMol25 structures with the same formula, charge and spin	6.4	kcal/mol
strongest force on any atom	0.08035	hartree/bohr

CARTESIAN COORDINATES (ANGSTROEM)
H  -1.4430  -1.2662  -1.8567
C  -1.6228  -1.9246  -1.0080
H  0.5980  0.9517  -1.9492
C  3.4022  0.0136  -2.5380
C  2.5430  -0.0214  -1.3415
H  -0.7663  3.1064  1.5349
H  4.4647  -0.1496  -2.4739
C  -0.1951  2.1640  1.5536
C  2.9962  -0.2986  0.0463
Si  -1.2202  0.5855  1.0718
H  3.3648  1.0816  -2.8795
H  3.5255  -1.1913  0.0602
H  0.3783  -2.3463  -0.3704
H  -3.0295  2.3502  0.1600
H  -1.6532  -2.9142  -1.4562
H  -2.4030  0.9086  3.1537
H  -3.1903  -0.5807  2.4262
C  -2.6780  1.3245  0.0411
H  -2.5398  -1.5274  -0.7077
H  -0.9254  -2.5364  0.8714
H  -1.5840  -0.7718  3.0721
H  -2.5809  0.9894  -1.0119
N  -0.0906  -0.6436  0.5099
H  0.1191  2.1057  2.7114
H  2.1969  -0.2490  0.8093
H  0.7409  2.2423  0.9707
H  3.7154  0.5361  0.1717
C  1.3017  0.2497  -1.4838
H  2.9906  -0.8458  -3.1654
H  -3.6323  0.6257  0.5158
C  -0.5281  -1.9164  0.0337
C  -2.2548  -0.0517  2.5284

Here are the Mulliken charges for atoms 1 to 6, given in e: atom 1 (H): 0.31, atom 2 (C): -1.22, atom 3 (H): 0.32, atom 4 (C): -1.24, atom 5 (C): 0.86, atom 6 (H): 0.38


No. 6
# C9H21O2PS

C9H21O2PS in the gas phase in a non-equilibrium geometry (wB97M-V/def2-TZVPD, the OMol25 dataset).

Computed properties:
E	-1245.404885	Ha
SMILES string	CC(C)(C)C(C(C)(C)C)S(=O)(=O)P
energy above the lowest of the compared OMol25 structures with the same formula, charge and spin	0.0	kcal/mol
strongest force on any atom	0.08010	hartree/bohr

CARTESIAN COORDINATES (ANGSTROEM)
H  3.5139  -1.1791  0.6937
C  -1.7597  -1.7194  0.5921
C  2.7110  -0.8620  0.0113
H  2.4529  -1.7860  -0.5497
H  0.7854  1.5306  1.6931
C  -1.3888  -0.2449  0.1223
H  2.1512  1.8855  0.7943
O  1.7316  1.4918  -1.7494
H  -1.9942  -0.3285  -2.0661
C  1.1509  -1.4021  1.7339
P  -0.6391  1.6551  -3.4494
C  -1.8817  0.7292  1.1326
H  -1.4251  0.5999  2.0993
C  1.6380  1.1020  1.3629
H  -1.2298  -2.5264  0.2136
H  2.2948  0.8727  2.2281
O  -0.2962  2.4334  -0.7439
S  0.3539  1.3536  -1.4372
H  0.3866  -0.9330  -1.0462
H  -1.7578  1.6786  0.8454
H  -1.5960  -1.7271  1.6686
H  2.0165  -1.7593  2.2890
H  -0.0096  0.5369  -3.7331
H  -2.8257  -1.8604  0.2867
H  -2.9626  0.4885  1.2222
H  -2.0623  1.2142  -1.3649
C  0.1915  -0.1635  -0.3221
C  -2.2146  0.1405  -1.1294
H  0.2617  2.4660  -4.0346
C  1.4267  -0.2504  0.7352
H  -3.2816  0.0556  -0.9671
H  0.3992  -1.1476  2.5923
H  0.7626  -2.1223  1.0941
H  3.0966  -0.2221  -0.8176

Here are the Mulliken charges for atoms 1 to 6, given in e: atom 1 (H): 0.42, atom 2 (C): -1.78, atom 3 (C): -1.59, atom 4 (H): 0.43, atom 5 (H): 0.39, atom 6 (C): 2.00


Among the records above, which one has the highest strongest force on any atom?
C9H21NOSi


Which of these has the lowest strongest force on any atom?
C9H21N3O3


strongest force on any atom of number 1 (C9H21N3O3)?
0.01954 hartree/bohr


Which value of E does entry 4 give?
-774.777236 Ha